Entry 1:
{"formula": "C17H40F6NO21S7V", "method": "ωB97M-V with the def2-TZVPD basis set", "elements": ["O", "V", "O", "C", "F", "F", "F", "S", "O", "O", "N", "S", "O", "O", "C", "F", "F", "F", "O", "S", "O", "O", "C", "C", "C", "H", "H", "H", "H", "H", "H", "H", "H", "O", "S", "O", "O", "C", "C", "C", "H", "H", "H", "H", "H", "H", "H", "H", "O", "S", "O", "O", "C", "C", "C", "H", "H", "H", "H", "H", "H", "H", "H", "O", "S", "O", "O", "C", "C", "C", "H", "H", "H", "H", "H", "H", "H", "H", "O", "S", "O", "O", "C", "C", "C", "H", "H", "H", "H", "H", "H", "H", "H"], "xyz": [[10.806476, -19.766155, -11.187352], [11.649136, -21.071078, -11.529999], [12.679126, -20.733468, -12.692979], [10.918486, -23.181528, -14.857257], [10.579523, -23.215863, -16.142077], [10.759526, -24.371381, -14.316562], [12.176039, -22.805188, -14.772703], [9.826849, -21.913653, -14.039656], [10.378559, -20.641360, -14.291422], [8.502293, -22.202438, -14.442829], [10.110332, -22.232062, -12.405835], [9.162586, -23.317525, -11.704091], [8.463467, -24.174673, -12.582892], [9.877898, -23.909733, -10.602628], [7.875961, -22.282612, -10.905378], [7.089776, -23.036363, -10.145585], [8.455158, -21.347993, -10.132157], [7.155630, -21.659335, -11.834174], [11.434202, -21.762355, -9.443367], [11.377016, -22.120788, -8.060949], [11.929648, -23.325413, -7.587695], [12.086221, -20.983002, -7.270065], [11.666543, -19.598165, -7.483213], [11.178827, -19.035811, -6.174186], [9.707806, -22.035107, -7.538515], [10.893420, -19.570860, -8.250848], [12.542133, -19.065278, -7.846815], [11.952082, -19.044843, -5.413777], [10.247712, -19.523577, -5.881871], [10.866122, -18.001835, -6.353933], [9.264692, -21.073252, -7.779548], [9.718258, -22.163620, -6.458216], [9.185775, -22.847890, -8.038195], [12.969140, -17.062944, -11.668640], [12.157050, -16.248876, -12.503853], [11.734141, -16.682471, -13.774613], [10.808775, -15.877344, -11.745055], [10.859352, -15.629367, -10.327221], [10.853591, -16.878109, -9.487197], [12.879665, -14.646908, -12.632777], [9.957653, -15.052774, -10.122214], [11.697032, -14.973723, -10.071394], [9.886883, -17.376926, -9.569309], [11.004827, -16.607993, -8.440303], [11.609700, -17.584801, -9.822907], [12.375672, -14.117066, -13.435301], [13.927700, -14.784057, -12.894138], [12.803672, -14.129160, -11.682190], [13.643794, -20.388090, -10.257402], [14.866862, -20.715406, -9.620041], [15.540837, -19.781915, -8.800910], [14.544585, -22.010377, -8.795110], [15.317067, -22.239038, -7.580693], [15.231045, -23.728717, -7.278165], [15.993368, -21.306100, -10.831013], [14.870363, -21.644242, -6.790319], [16.356268, -21.977921, -7.764276], [16.198071, -24.096895, -6.941677], [14.950002, -24.270701, -8.184208], [14.446579, -23.984195, -6.568387], [16.289639, -20.400505, -11.358750], [15.462765, -21.976585, -11.500718], [16.812143, -21.818915, -10.336584], [12.938997, -23.043922, -11.207890], [13.281837, -24.413994, -11.433582], [13.094675, -24.985240, -12.710911], [14.815025, -24.467542, -11.063774], [15.462076, -25.758346, -11.112356], [16.929587, -25.522250, -11.301963], [12.558675, -25.404340, -10.179599], [15.038831, -26.358487, -11.920582], [15.260199, -26.303990, -10.185739], [17.380813, -25.105699, -10.401307], [17.073445, -24.830027, -12.133347], [17.472251, -26.430252, -11.560080], [12.523011, -26.418153, -10.579917], [11.538931, -25.093960, -9.976244], [13.169833, -25.328578, -9.284978], [7.662361, -15.841616, -11.036574], [6.843262, -16.949944, -11.397222], [5.441466, -16.952781, -11.166498], [7.012264, -17.234178, -12.937725], [8.327662, -17.049561, -13.520342], [8.391731, -17.890688, -14.776460], [7.526580, -18.428257, -10.716825], [9.106174, -17.373153, -12.830552], [8.501220, -15.996601, -13.734780], [9.407347, -17.859740, -15.178896], [7.734174, -17.489092, -15.546004], [8.211834, -18.940736, -14.552915], [7.429185, -18.381544, -9.637103], [8.556406, -18.492370, -11.069617], [6.976223, -19.241932, -11.181129]], "forces_ev_per_a": [[0.60, -0.49, -0.38], [1.29, 0.79, -0.12], [-1.41, -0.20, 0.92], [-0.25, 0.55, -0.17], [-0.15, -0.14, -0.14], [-0.07, -0.26, 0.04], [0.46, 0.00, 0.20], [0.09, -0.31, 0.57], [0.51, 0.74, -0.23], [-0.51, -0.30, -0.02], [-0.04, -0.03, -1.16], [0.43, -0.61, 1.11], [-0.28, -0.23, -0.49], [-0.12, 0.45, 0.00], [0.09, 0.45, -0.24], [-0.04, 0.03, -0.02], [-0.13, -0.14, 0.00], [-0.06, -0.15, 0.22], [-0.21, -0.18, -0.65], [-0.52, 1.12, 0.09], [0.62, -1.12, 0.09], [0.12, 0.14, 0.42], [0.11, 0.10, 0.03], [-0.62, 0.47, -0.56], [-0.06, 0.06, 0.29], [0.10, 0.05, -0.12], [0.02, -0.10, -0.13], [-0.11, -0.17, 0.18], [0.27, -0.27, 0.39], [0.28, 0.04, 0.04], [0.02, -0.03, -0.20], [-0.05, -0.18, -0.01], [-0.06, 0.02, 0.01], [0.47, -0.23, 0.29], [-0.44, 0.74, 0.96], [-0.22, -0.39, -1.15], [0.09, -0.22, 0.09], [-0.32, 0.56, 0.42], [-0.15, -0.42, -0.13], [0.41, -0.05, -0.34], [-0.03, -0.03, -0.18], [0.18, -0.19, -0.19], [-0.01, 0.04, 0.00], [0.09, 0.02, -0.01], [0.11, 0.07, 0.14], [-0.11, 0.09, 0.10], [0.00, 0.00, 0.02], [-0.01, 0.04, 0.00], [-1.08, 0.66, -0.31], [0.34, -1.32, -0.53], [0.28, 0.92, 0.70], [0.08, -0.09, 0.45], [-0.19, -0.82, -0.15], [-0.31, -0.21, -0.20], [-0.40, 0.22, -0.17], [0.21, 0.21, 0.01], [-0.04, 0.34, 0.07], [-0.07, -0.09, 0.16], [0.28, 0.10, -0.11], [0.12, 0.18, 0.19], [0.30, -0.16, -0.08], [-0.06, -0.01, 0.01], [0.16, 0.15, -0.01], [-0.07, 0.37, -0.07], [-0.09, 0.31, 0.75], [-0.25, -0.46, -0.75], [0.17, 0.02, 0.20], [-0.10, -0.69, -0.05], [0.39, 0.30, -0.20], [-0.11, -0.60, -0.09], [0.02, 0.23, -0.14], [-0.03, 0.20, 0.08], [0.00, 0.08, -0.04], [0.05, 0.04, 0.08], [-0.18, -0.16, 0.11], [0.16, -0.04, 0.19], [0.05, 0.29, -0.14], [-0.06, 0.01, 0.06], [0.29, 0.56, 0.37], [0.02, -0.73, -0.50], [-0.38, 0.21, 0.20], [-0.06, 0.16, 0.01], [0.52, -0.36, -0.45], [0.43, 0.21, -0.03], [0.08, 0.17, -0.68], [-0.11, 0.01, 0.14], [-0.20, 0.06, 0.13], [0.02, 0.15, 0.13], [-0.23, -0.27, 0.05], [-0.34, 0.04, -0.10], [0.07, -0.14, 0.03], [0.11, -0.05, 0.36], [-0.16, -0.07, 0.32]], "e_tot_ev": -180603.0901, "charge": 0, "e_lumo_ev": -0.4214, "gap_ev": 9.94, "spin_multiplicity": 1}



Entry 2:
{"formula": "C17H41AsCoN6Se", "method": "ωB97M-V with the def2-TZVPD basis set", "elements": ["Co", "N", "C", "C", "N", "C", "C", "N", "C", "C", "N", "H", "H", "H", "H", "H", "H", "H", "H", "H", "H", "H", "H", "H", "H", "H", "H", "H", "H", "C", "N", "C", "C", "N", "C", "C", "Se", "H", "H", "H", "H", "H", "H", "H", "H", "C", "C", "As", "C", "C", "C", "C", "H", "H", "H", "H", "H", "H", "H", "H", "H", "H", "H", "H", "H", "H", "H"], "xyz": [[0.013173, 1.089087, -0.821569], [-1.618027, -0.240913, -1.361769], [-2.464827, -0.428813, -0.174669], [-2.826127, 0.943387, 0.390931], [-1.611227, 1.710287, 0.693231], [-1.126727, 1.397987, 2.042731], [0.375073, 1.650987, 2.155131], [1.045473, 0.899887, 1.088031], [-1.803327, 3.156787, 0.525931], [-1.784927, 3.547487, -0.950669], [-0.546327, 3.042487, -1.566669], [-2.190427, 0.155687, -2.108269], [-1.291227, -1.148613, -1.691269], [-1.887527, -1.010513, 0.551231], [-3.382827, -0.979913, -0.404769], [-3.452527, 0.829487, 1.281231], [-3.411027, 1.473487, -0.358869], [-1.302627, 0.334887, 2.222631], [-1.670627, 1.971787, 2.801331], [0.721173, 1.354887, 3.152831], [0.608373, 2.709987, 2.026431], [0.971773, -0.104713, 1.288231], [2.040273, 1.122587, 1.078931], [-0.978727, 3.667587, 1.023931], [-2.734527, 3.501387, 0.992131], [-1.869027, 4.636987, -1.038269], [-2.635527, 3.108787, -1.472569], [0.220373, 3.660587, -1.298869], [-0.626327, 3.108287, -2.579369], [-2.773227, -4.247813, 1.286631], [-2.284027, -3.771913, 2.552131], [-2.924327, -3.918713, 3.749031], [-2.129727, -3.377313, 4.707831], [-1.009627, -2.902113, 4.092031], [0.096173, -2.258813, 4.747231], [-1.113327, -3.145313, 2.770531], [0.104973, -2.634913, 1.500731], [-2.944527, -5.321613, 1.341231], [-2.037227, -4.043413, 0.510431], [-3.714227, -3.756413, 1.036031], [-3.880727, -4.392613, 3.825031], [-2.279627, -3.297213, 5.764931], [0.336173, -2.778113, 5.671731], [-0.145827, -1.220113, 4.988131], [0.965373, -2.283013, 4.090531], [3.106973, -1.852513, -0.840869], [3.506873, -0.440613, -1.250469], [2.029773, 0.575787, -2.089869], [1.886273, -0.298713, -3.854769], [0.798073, 0.334887, -4.714169], [2.898173, 2.316987, -2.484469], [4.298673, 2.244387, -3.077469], [3.948573, -2.369313, -0.384569], [2.793373, -2.433613, -1.706869], [2.282973, -1.845413, -0.120969], [4.327373, -0.489313, -1.973569], [3.861473, 0.122187, -0.380269], [1.657573, -1.354613, -3.681469], [2.855573, -0.249413, -4.360369], [-0.165627, 0.298587, -4.199369], [0.702573, -0.193213, -5.660769], [1.036773, 1.375687, -4.932869], [2.925273, 2.882287, -1.545969], [2.237273, 2.855287, -3.171669], [5.004173, 1.801687, -2.376069], [4.654673, 3.245387, -3.316969], [4.305673, 1.661687, -3.997669]], "forces_ev_per_a": [[-0.83, 0.00, 1.98], [0.25, -0.01, -0.59], [-0.24, 0.21, 0.59], [-0.16, -0.55, -0.31], [0.76, -0.21, -0.88], [0.57, -0.16, 0.29], [-0.47, 0.18, 0.17], [0.28, -0.03, -0.98], [-0.02, 0.35, -0.45], [-0.29, 0.00, 0.49], [0.76, 0.01, -0.05], [0.18, -0.17, -0.02], [-0.06, 0.12, 0.00], [-0.07, 0.01, -0.10], [0.10, 0.04, -0.01], [0.00, 0.08, -0.03], [-0.06, 0.15, 0.03], [0.00, 0.02, 0.03], [-0.03, -0.03, -0.06], [-0.02, 0.02, -0.18], [0.00, -0.06, 0.06], [-0.02, -0.04, 0.03], [-0.17, -0.08, 0.02], [-0.03, 0.02, 0.06], [0.07, -0.09, 0.02], [-0.03, -0.19, -0.03], [0.03, 0.03, -0.05], [-0.09, -0.02, -0.23], [0.15, -0.01, 0.10], [-0.28, -0.25, -0.54], [0.59, 0.34, 0.37], [-0.10, 0.08, 0.95], [-0.94, -0.44, 0.04], [-0.26, -0.34, -0.61], [0.52, 0.37, 0.28], [0.28, 0.42, -0.26], [0.62, 0.29, -0.71], [0.02, 0.00, -0.01], [-0.01, 0.00, 0.16], [0.03, 0.01, 0.04], [-0.17, -0.12, 0.07], [-0.02, -0.03, 0.18], [-0.07, -0.07, 0.00], [-0.01, -0.07, -0.06], [-0.14, -0.03, 0.05], [-0.29, 0.10, -0.02], [-0.24, 0.02, 0.14], [0.56, 0.18, -0.44], [-0.20, 0.02, 0.17], [0.10, 0.07, 0.20], [-0.24, -0.05, 0.06], [-0.05, -0.22, 0.02], [0.02, -0.01, 0.03], [-0.02, -0.09, 0.01], [0.09, -0.07, -0.04], [-0.19, 0.24, 0.01], [-0.02, 0.06, -0.16], [0.11, 0.11, 0.09], [-0.04, 0.02, 0.25], [-0.05, 0.02, -0.10], [-0.04, 0.01, -0.02], [-0.08, 0.05, -0.07], [-0.13, -0.09, -0.04], [-0.07, -0.07, 0.11], [0.04, -0.02, -0.04], [-0.02, 0.01, 0.00], [0.09, -0.01, -0.04]], "s2": 0.787, "e_tot_ev": -191034.4954, "charge": 2, "e_lumo_ev": [-6.6754, -5.4057], "gap_ev": [5.83, 7.09], "spin_multiplicity": 2}



How do the records compare in energy relative to the best compared isomer or geometry (same formula, charge and spin)? In the order shown, they have 0.0, 85.4 kJ/mol.
How do the records compare in strongest force on any atom? In the order shown, they have 1.7, 2.1 eV Å⁻¹.